Here is a structure of composition C4H6OS at a distorted geometry from the OMol25 dataset. Energies are from ωB97M-V with the def2-TZVPD basis set.

Geometry as ORCA input:
```
! RIJCOSX wB97M-V def2-TZVPD def2/J DEFGRID3
* xyz 0 1
C 1.334 -0.647 0.469
C 0.401 0.028 -0.521
C -0.630 1.050 -0.050
C -1.587 -0.084 -0.181
H 2.267 -0.123 0.724
H 1.558 -1.563 -0.051
H 0.837 -0.939 1.389
H 0.937 0.267 -1.434
H -0.497 1.368 0.964
H -0.738 1.916 -0.667
O -0.711 -0.902 -0.736
S -3.171 -0.371 0.093
*
```

Frontier orbital gap   9.3621 eV
Strongest force on any atom   2.3 eV/A
E_tot   -629.40129 hartree
E_LUMO   0.64 eV
Relative energy (zero: lowest compared OMol25 entry of this formula, charge and spin)   28.8 kcal/mol

Results of the natural (NBO) charge analysis, in e, for atoms 1 through 8: number 1, C, carries -0.637; number 2, C, carries 0.104; number 3, C, carries -0.525; number 4, C, carries 0.241; number 5, H, carries 0.224; number 6, H, carries 0.227; number 7, H, carries 0.219; number 8, H, carries 0.193